97
Properties=species:S:1:pos:R:3:forces:R:3:lowdin_charge:R:1 method="wB97M-V/def2-TZVPD" multiplicity=2 s2=0.767 lumo_ev="0.370 / -0.282" largest_force_ev_per_a=0.770 homo_energy_ev="-7.2 / -7.6" e_above_lowest_ev=0.927
Ru -0.1856 0.4496 0.2621 -0.55 -0.53 -0.09 0.7922
C -1.2549 1.9670 -0.7271 -0.38 -0.21 0.11 -0.1681
C -1.7294 0.6774 -1.2275 0.08 0.48 0.44 -0.1988
C -2.3200 -0.0003 -0.0828 0.04 0.21 -0.03 -0.1608
C -2.1530 0.8690 1.0606 0.18 0.23 -0.14 -0.1041
C -1.5472 2.0969 0.6632 -0.01 -0.25 -0.12 -0.2557
C -1.3795 3.3454 1.5144 -0.03 0.03 -0.02 -0.5497
C -0.1029 3.3073 2.3555 -0.01 0.05 0.01 -0.0775
C -1.3368 4.5765 0.6032 0.04 0.00 0.00 -0.0484
C -2.5914 3.4603 2.4492 0.00 0.00 0.00 -0.0492
C -3.1954 -1.2639 0.1109 -0.01 -0.01 0.00 -0.4973
C -4.3680 -0.8725 1.0367 0.00 0.00 0.01 -0.0517
C -3.8604 -1.8190 -1.1506 -0.01 -0.04 0.05 -0.0537
C -2.4408 -2.4088 0.7889 -0.02 0.02 -0.02 -0.0417
C -1.6354 0.3621 -2.7249 -0.09 -0.06 -0.08 -0.5231
C -0.9391 -0.9716 -3.0117 0.00 0.01 -0.11 -0.0442
C -0.8303 1.4420 -3.4678 0.09 -0.07 0.04 -0.0696
C -3.0332 0.4115 -3.3708 0.01 0.01 -0.02 -0.0343
H -0.8207 2.7461 -1.3287 0.04 -0.03 -0.01 0.0812
H -2.4997 0.6541 2.0567 -0.01 -0.02 -0.02 0.1137
H 0.7865 3.3371 1.7264 -0.04 0.00 0.02 0.0386
H -0.0520 2.4001 2.9583 0.00 -0.01 0.02 0.0704
H -0.0851 4.1720 3.0247 0.01 -0.01 -0.01 0.0883
H -0.4572 4.5568 -0.0439 -0.02 0.00 0.01 0.0702
H -1.2801 5.4825 1.2103 0.00 -0.02 -0.01 0.0883
H -2.2299 4.6393 -0.0228 0.01 0.00 0.01 0.0929
H -2.5986 2.6596 3.1915 0.00 0.01 -0.02 0.0810
H -3.5301 3.4211 1.8921 0.01 0.00 0.00 0.0915
H -2.5517 4.4095 2.9873 0.00 -0.01 0.00 0.0855
H -4.8602 0.0386 0.6912 0.00 -0.01 0.00 0.0972
H -4.0496 -0.7220 2.0681 0.00 0.01 -0.02 0.0782
H -5.1049 -1.6782 1.0386 0.01 0.00 0.01 0.0877
H -4.5780 -1.1114 -1.5641 0.00 -0.02 0.04 0.0812
H -4.4188 -2.7139 -0.8678 0.02 -0.01 0.01 0.0874
H -3.1557 -2.1145 -1.9214 -0.01 0.01 -0.01 0.0575
H -2.0104 -2.0900 1.7360 0.04 0.01 0.00 0.0756
H -1.6437 -2.8005 0.1545 0.02 -0.01 0.00 0.0690
H -3.1391 -3.2269 0.9806 0.02 0.02 0.01 0.0874
H 0.0927 -0.9335 -2.6599 -0.01 0.01 -0.01 0.0483
H -0.9181 -1.1459 -4.0911 -0.04 -0.02 0.02 0.0940
H -1.4256 -1.8260 -2.5456 0.04 -0.01 0.07 0.0555
H 0.2063 1.5098 -3.1307 -0.05 0.02 0.03 0.0320
H -1.2887 2.4268 -3.3813 0.00 0.01 -0.01 0.0905
H -0.8041 1.1843 -4.5277 0.00 -0.01 0.00 0.0920
H -3.7000 -0.3645 -3.0171 0.07 0.07 -0.07 0.0419
H -2.9341 0.2941 -4.4521 0.01 0.02 0.00 0.0883
H -3.5011 1.3808 -3.1835 0.00 -0.01 0.02 0.0965
Cl 2.1163 0.9589 1.4259 0.03 0.21 -0.18 0.0759
Ge 1.7795 1.0460 -0.9715 0.55 -0.45 0.27 -0.0725
Cl 2.2111 3.1491 -1.3825 -0.02 0.03 -0.04 0.0668
Cl 3.6084 0.1180 -1.7996 -0.05 0.15 0.05 0.0400
C 1.3299 -2.2053 -0.6307 -0.03 0.18 0.07 -0.0488
H 2.0914 -2.2398 -1.3883 0.00 -0.01 -0.07 0.0507
H 0.2718 -2.2652 -0.8141 -0.05 -0.01 -0.08 0.0387
O 1.7677 -2.6327 0.5970 0.03 -0.18 0.17 -0.0124
C 1.0600 -2.2600 1.6721 0.14 0.11 -0.14 -0.4976
O 0.2188 -1.3873 1.6281 -0.11 0.05 -0.16 -0.0516
C 1.4166 -3.0035 2.9198 0.13 0.01 -0.01 -0.1321
C 0.4396 -4.1396 3.2528 -0.01 -0.07 0.01 -0.2387
Ge 0.4879 -5.7664 2.1274 0.01 0.06 0.02 1.0241
C -0.3383 -7.1941 3.1778 0.02 0.02 -0.03 -0.2832
C -0.9816 -6.9590 4.3906 -0.02 0.01 0.00 -0.1079
C -1.5671 -7.9997 5.1027 0.01 -0.02 -0.02 -0.0882
C -1.5145 -9.2937 4.6067 0.01 0.02 -0.01 -0.0906
C -0.8761 -9.5445 3.3985 0.00 0.02 0.01 -0.0848
C -0.2950 -8.5017 2.6924 -0.01 -0.02 0.02 -0.1047
C 2.3622 -6.2163 1.8201 -0.06 0.03 0.01 -0.2686
C 2.9101 -6.5176 0.5761 -0.01 -0.04 -0.02 -0.1000
C 4.2603 -6.8211 0.4481 0.01 0.00 0.02 -0.0821
C 5.0817 -6.8287 1.5657 -0.04 0.01 0.00 -0.0863
C 4.5478 -6.5409 2.8154 0.00 -0.01 -0.03 -0.0830
C 3.1993 -6.2400 2.9375 0.05 0.01 0.00 -0.1146
C -0.5703 -5.5902 0.4902 -0.03 -0.05 0.09 -0.2562
C -1.9252 -5.9263 0.5509 -0.01 0.00 -0.04 -0.1121
C -2.7511 -5.7731 -0.5535 0.04 0.01 -0.04 -0.0906
C -2.2330 -5.2837 -1.7462 0.01 -0.02 0.04 -0.0905
C -0.8862 -4.9598 -1.8279 -0.02 -0.01 -0.01 -0.0885
C -0.0643 -5.1179 -0.7188 0.04 0.07 -0.02 -0.1299
H 1.4003 -2.2650 3.7219 0.02 0.01 0.00 0.1302
H 2.4337 -3.3856 2.8192 -0.03 -0.01 -0.02 0.1182
H -0.5853 -3.7623 3.2996 0.01 0.02 -0.03 0.0770
H 0.6885 -4.4812 4.2610 -0.05 -0.01 0.01 0.0670
H -1.0372 -5.9539 4.7942 0.00 -0.01 -0.01 0.0901
H -2.0637 -7.7983 6.0435 0.00 0.00 0.00 0.1015
H -1.9687 -10.1063 5.1594 0.00 0.00 0.00 0.1013
H -0.8304 -10.5535 3.0083 0.00 0.00 0.00 0.1024
H 0.2016 -8.7133 1.7507 0.00 0.01 0.01 0.1055
H 2.2844 -6.5311 -0.3086 0.01 0.00 0.03 0.0874
H 4.6692 -7.0514 -0.5277 0.00 0.00 0.01 0.1032
H 6.1340 -7.0612 1.4650 0.00 0.00 0.00 0.1025
H 5.1812 -6.5524 3.6934 0.00 0.00 -0.01 0.1030
H 2.7965 -6.0274 3.9236 0.00 0.00 -0.01 0.1034
H -2.3443 -6.3173 1.4719 0.01 0.00 0.00 0.1010
H -3.7993 -6.0369 -0.4840 0.00 0.00 0.00 0.1057
H -2.8745 -5.1645 -2.6105 0.00 0.01 0.00 0.1053
H -0.4700 -4.5845 -2.7554 -0.01 0.00 0.00 0.1072
H 0.9822 -4.8529 -0.8057 -0.01 0.01 0.02 0.0813